# C6H16O

A cluster of 2 separate species, C6H16O in total at a distorted geometry (wB97M-V/def2-TZVPD, the OMol25 dataset).

- ΔE to the lowest compared entry with this formula, charge and spin (eV) = 1.005
- SMILES string = CCCC(C)C.O
- Kohn-Sham gap (eV) = 11.317

Last column: Mulliken charge in e.
Positions of all 23 atoms, in Å:
C1 0.84273 2.73001 -0.44243  -1.18
C2 -0.29554 1.67409 -0.60138  -0.22
C3 0.27532 0.43856 -1.34321  -1.49
C4 0.97203 -0.63426 -0.43376  0.89
C5 1.64701 -1.75557 -1.26615  -1.33
C6 -0.08569 -1.15161 0.55518  -1.44
H1 1.12073 2.71668 0.60366  0.31
H2 0.61460 3.78261 -0.63011  0.33
H3 1.69942 2.46485 -1.06161  0.29
H4 -0.54607 1.28691 0.37711  0.20
H5 -1.17640 2.02061 -1.13295  0.36
H6 -0.50793 -0.13396 -1.86681  0.47
H7 0.92405 0.84148 -2.13434  0.50
H8 1.73619 -0.00610 0.00757  0.33
H9 2.71898 -1.73381 -1.09392  0.31
H10 1.22958 -2.74387 -1.07159  0.35
H11 1.32552 -1.59252 -2.30260  0.31
H12 0.02842 -0.63111 1.51715  0.32
H13 0.03707 -2.22345 0.66031  0.39
H14 -1.07494 -0.77575 0.28848  0.29
H15 -4.43891 -1.66536 4.31432  0.32
H16 -3.37891 -1.64450 3.10948  0.32
O1 -3.66725 -1.26393 3.94758  -0.64

=====

# C6H16O2

A cluster of 2 separate species, C6H16O2 in total at a distorted geometry (wB97M-V/def2-TZVPD, the OMol25 dataset).

- ΔE to the lowest compared entry with this formula, charge and spin (eV) = 1.615
- SMILES string = CCOC.CCOC
- Kohn-Sham gap (eV) = 10.647

Last column: Mulliken charge in e.
Positions of all 24 atoms, in Å:
O1 1.22522 1.83393 -0.48330  -0.26
C1 0.99605 3.20972 -0.81860  -0.73
C2 1.98500 -0.30324 -1.12258  -0.98
C3 2.21859 1.23138 -1.32993  -0.34
H1 1.93531 3.74294 -0.59481  0.29
H2 0.20295 3.60279 -0.16049  0.23
H3 0.71695 3.41323 -1.86612  0.31
H4 1.88205 -0.56655 -0.05644  0.28
H5 2.85634 -0.83935 -1.53483  0.37
H6 1.08031 -0.63897 -1.65683  0.17
H7 2.12718 1.55709 -2.38396  0.33
H8 3.24324 1.47594 -0.98973  0.30
O2 -2.17011 -1.83290 0.41119  -0.36
C4 -1.21109 -2.59426 -0.35025  -0.21
C5 -2.56449 -0.61490 2.41881  -1.22
C6 -1.48392 -1.01910 1.39974  0.03
H9 -0.34686 -1.93257 -0.52878  -0.15
H10 -1.66687 -2.84764 -1.32219  0.26
H11 -0.85097 -3.52353 0.12239  0.27
H12 -3.38728 -0.02536 1.98054  0.30
H13 -2.11102 -0.03148 3.23770  0.36
H14 -2.98307 -1.54476 2.83922  0.30
H15 -0.68027 -1.60072 1.89098  0.29
H16 -1.01322 -0.15167 0.89828  0.16

=====

# C6H16O2

A cluster of 3 separate species, C6H16O2 in total at a distorted geometry (wB97M-V/def2-TZVPD, the OMol25 dataset).

- ΔE to the lowest compared entry with this formula, charge and spin (eV) = 1.453
- SMILES string = C=C(CC)CC.O.O
- Kohn-Sham gap (eV) = 9.865

Last column: Mulliken charge in e.
Positions of all 24 atoms, in Å:
C1 -1.47336 -0.89101 0.60565  -1.10
C2 0.00295 -0.59815 0.81645  -0.33
C3 0.95205 -1.14021 -0.21050  0.65
C4 0.78850 -1.02857 -1.51920  -1.13
C5 2.19455 -1.88417 0.28318  -0.47
C6 2.19612 -2.59127 1.63750  -1.29
H1 -1.79120 -1.86649 0.99786  0.27
H2 -1.66760 -1.03264 -0.45827  0.26
H3 -2.21004 -0.19722 1.00525  0.35
H4 0.09959 0.49869 0.73819  0.28
H5 0.33420 -0.66055 1.85612  0.27
H6 -0.16486 -0.68187 -1.91544  0.26
H7 1.50478 -1.23730 -2.30350  0.31
H8 3.12734 -1.34114 0.15804  0.31
H9 2.31263 -2.69130 -0.44379  0.31
H10 2.28456 -1.84902 2.44248  0.31
H11 3.10408 -3.16371 1.64384  0.39
H12 1.36958 -3.20879 1.98130  0.33
H13 2.32042 6.19083 -1.93801  0.32
H14 1.05137 6.78549 -2.36961  0.32
O1 1.99855 6.96595 -2.41995  -0.64
H15 -6.00767 2.53570 0.16739  0.32
H16 -6.55131 1.26124 -0.31388  0.32
O2 -5.77522 1.82550 -0.44110  -0.64

=====

# C6H16O2

A cluster of 2 separate species, C6H16O2 in total at a distorted geometry (wB97M-V/def2-TZVPD, the OMol25 dataset).

- ΔE to the lowest compared entry with this formula, charge and spin (eV) = 0.514
- SMILES string = CC(C)O.CC(C)O
- Kohn-Sham gap (eV) = 10.975

Last column: Mulliken charge in e.
Positions of all 24 atoms, in Å:
C1 2.44135 2.62999 -0.29292  -1.45
C2 1.32149 1.63053 -0.48586  0.35
C3 0.81327 1.71377 -1.94756  -1.12
O1 1.85950 0.30977 -0.31349  -0.53
H1 3.20000 2.63890 -1.07393  0.33
H2 2.94462 2.58672 0.67749  0.37
H3 2.01912 3.64694 -0.25556  0.38
H4 0.53671 1.77291 0.25162  0.40
H5 0.45472 2.73347 -2.13541  0.37
H6 0.03109 0.96890 -2.07217  0.30
H7 1.60395 1.58596 -2.68638  0.34
H8 2.59437 0.13490 -0.90026  0.32
C4 -2.98703 -2.10412 0.64179  -1.42
C5 -1.67024 -1.40031 0.99308  0.57
C6 -0.62688 -2.42090 1.40843  -1.22
O2 -1.22640 -0.66358 -0.13965  -0.47
H9 -3.30179 -2.69655 1.49778  0.38
H10 -2.77755 -2.77169 -0.19540  0.36
H11 -3.72621 -1.35987 0.35716  0.33
H12 -1.88034 -0.76670 1.86220  0.25
H13 -0.89555 -2.93015 2.33976  0.38
H14 0.38825 -2.05214 1.58742  0.32
H15 -0.47237 -3.19716 0.65207  0.30
H16 -0.64411 0.01039 0.22978  0.14